*one*
Entry from the Open Molecules 2025 dataset: a cluster of 2 separate species, C2H9N2S2 in total (the ωB97M-V functional and the def2-TZVPD basis).

Atoms and positions in Å:
C: -0.828 0.391 0.581
C: -0.398 0.098 -0.809
N: -1.960 1.300 0.559
N: 0.249 -0.972 -1.148
S: -0.924 1.389 -1.854
S: 2.425 -0.952 1.244
H: -1.341 -0.551 0.875
H: 0.065 0.784 1.036
H: -2.701 1.102 1.282
H: -1.762 2.241 0.475
H: 0.483 -1.365 -2.092
H: 0.648 -1.718 -0.435
H: 3.398 -1.764 0.727
H: -0.115 1.052 -2.879
H: 2.763 -1.035 2.438

Spin multiplicity = 1
E_HOMO = -0.5014 Ha
E_LUMO = -0.1567 hartree
Orbital gap = 9.379 eV
Total charge = +1

---

*two*
Entry from the Open Molecules 2025 dataset: a cluster of 2 separate species, C2H9N2S2 in total (the ωB97M-V functional and the def2-TZVPD basis).

Atoms and positions in Å:
C: 0.190 -3.381 0.621
S: -0.244 -1.710 1.151
S: -1.213 -0.718 -0.414
H: -0.654 -4.055 0.758
H: 0.461 -3.297 -0.428
H: 0.965 -3.696 1.313
H: -1.714 -1.784 -1.043
N: 0.885 1.436 0.203
C: 0.616 2.606 -0.314
N: -0.586 3.054 -0.608
H: 0.121 0.823 0.490
H: 1.753 1.376 0.722
H: 1.462 3.219 -0.605
H: -0.652 3.667 -1.410
H: -1.391 2.460 -0.434

Spin multiplicity = 1
E_HOMO = -0.4347 Ha
E_LUMO = -0.1386 hartree
Orbital gap = 8.057 eV
Total charge = +1

---

Which structure is the most stable? The one labeled *two*.

---

*one*
Entry from the Open Molecules 2025 dataset: the ion C3H6N with charge +1 (the ωB97M-V functional and the def2-TZVPD basis).

Atoms and positions in Å:
C: -1.644 -1.309 1.314
C: -1.058 -0.367 0.801
C: 0.826 0.041 -0.548
N: -0.348 0.666 0.133
H: -2.196 -1.827 2.025
H: 0.485 -0.978 -1.063
H: 1.343 0.640 -1.193
H: 1.380 -0.307 0.240
H: 0.042 1.218 0.909
H: -1.019 1.060 -0.608

Spin multiplicity = 3
E_HOMO (alpha / beta) = -0.3899 / -0.5969 Ha
E_LUMO (alpha / beta) = -0.1552 / -0.2906 hartree
Expectation value of S² = 2.004
Orbital gap (alpha / beta) = 6.386 / 8.336 eV
Total charge = +1

---

*two*
Entry from the Open Molecules 2025 dataset: a cluster of 2 separate species, C3H6N in total (the ωB97M-V functional and the def2-TZVPD basis).

Atoms and positions in Å:
C: 2.167 -1.553 1.119
C: -1.217 2.261 -0.855
C: -0.077 -1.386 0.139
N: 1.120 -1.454 0.631
H: 3.093 -1.811 1.576
H: -2.324 2.507 -0.607
H: -1.240 1.673 -1.768
H: -0.274 2.532 -0.283
H: -0.774 -1.231 0.861
H: -0.475 -1.539 -0.812

Spin multiplicity = 3
E_HOMO (alpha / beta) = -0.4387 / -0.5900 Ha
E_LUMO (alpha / beta) = -0.1923 / -0.2767 hartree
Expectation value of S² = 2.025
Orbital gap (alpha / beta) = 6.704 / 8.527 eV
Total charge = +1

---

Which structure is the most stable? The one labeled *two*.

---

*one*
Entry from the Open Molecules 2025 dataset: the molecule C4H10BN (the ωB97M-V functional and the def2-TZVPD basis).

Atoms and positions in Å:
B: 0.750 -0.074 -0.044
C: 2.061 0.796 -0.125
C: 2.074 -0.791 0.126
C: -1.235 1.340 0.079
C: -1.638 -1.281 -0.008
N: -0.623 0.052 -0.035
H: 2.639 1.035 -1.055
H: 2.433 1.213 0.826
H: 2.488 -1.024 0.997
H: 2.549 -1.274 -0.761
H: -1.591 1.704 1.023
H: -0.612 2.191 -0.211
H: -2.063 1.305 -0.493
H: -2.132 -1.227 -1.061
H: -1.038 -2.180 0.389
H: -2.368 -1.149 0.669

Spin multiplicity = 1
E_HOMO = -0.3305 Ha
E_LUMO = 0.0269 hartree
Orbital gap = 9.727 eV
SMILES = CN(C)B1CC1

---

*two*
Entry from the Open Molecules 2025 dataset: a structure of composition C4H10BN (the ωB97M-V functional and the def2-TZVPD basis).

Atoms and positions in Å:
B: 0.385 -0.981 1.497
C: 1.508 -1.012 0.348
C: 0.293 -0.611 -1.213
C: -0.839 0.053 -0.373
C: -0.650 1.572 -0.085
N: -0.838 -0.554 0.957
H: 0.536 -1.626 2.555
H: 2.225 -0.302 0.233
H: 1.994 -2.028 0.070
H: 0.876 -0.227 -1.996
H: 0.077 -1.638 -1.512
H: -1.837 -0.212 -0.704
H: 0.218 1.556 0.582
H: -1.477 1.886 0.549
H: -0.670 2.263 -0.857
H: -1.800 -0.462 1.367

Spin multiplicity = 1
E_HOMO = -0.3368 Ha
E_LUMO = 0.0304 hartree
Orbital gap = 9.993 eV

---

Which structure is the most stable? The one labeled *two*.